Record 1
A cluster of 7 separate species, C16H32Cl12O3 in total at a distorted geometry, computed with ωB97M-V/def2-TZVPD.

```
63
Properties=species:S:1:pos:R:3:forces:R:3
C 3.566 -0.774 -1.635 1.313 -1.515 1.228
C 3.265 0.519 -2.227 -1.667 1.421 -1.948
O 1.775 0.512 -2.246 -0.094 -0.165 0.286
C 1.144 1.478 -2.881 -1.371 -0.785 1.684
O 1.625 2.236 -3.643 1.031 1.602 -1.721
O -0.167 1.524 -2.483 0.693 -0.466 -0.278
C -0.993 2.362 -3.352 0.671 -0.745 2.471
H 4.561 -1.095 -1.964 -0.198 -0.196 -0.010
H 2.801 -1.481 -1.973 0.366 -0.100 0.149
H 3.613 -0.760 -0.527 -0.349 -0.001 -0.683
H 3.641 0.615 -3.296 -0.526 0.066 1.362
H 3.488 1.400 -1.636 0.586 0.073 -0.020
H -1.144 1.800 -4.223 -0.229 -0.202 -1.597
H -0.456 3.277 -3.421 -0.036 0.875 -0.768
H -1.915 2.471 -2.798 -0.205 0.169 -0.069
Cl -5.752 -2.627 2.234 0.170 0.408 0.092
C -4.005 -2.854 1.933 0.173 -0.635 -0.743
C -3.103 -1.639 1.966 -0.742 0.284 0.185
Cl -3.514 -0.587 0.587 -0.030 0.524 -0.186
H -3.948 -3.264 0.885 0.085 0.107 1.284
H -3.667 -3.568 2.691 0.033 0.012 -0.377
H -2.116 -1.992 1.734 0.544 -0.164 0.187
H -3.105 -1.023 2.883 -0.166 -0.498 -0.421
Cl 0.170 -2.999 0.660 0.071 0.253 -0.475
C 1.218 -2.974 2.101 -0.615 2.074 0.154
C 0.367 -3.041 3.318 -0.735 0.984 1.964
Cl -0.695 -4.478 3.351 0.246 -0.365 0.368
H 1.714 -1.992 2.177 -0.132 -0.258 -0.419
H 1.954 -3.691 1.921 0.965 -1.415 0.213
H -0.378 -2.206 3.326 0.908 -0.515 -0.226
H 0.943 -2.886 4.306 -0.691 -0.757 -1.611
Cl 3.794 -4.706 0.057 -0.249 -0.349 -0.915
C 2.899 -5.568 -1.304 -0.122 -1.120 2.021
C 1.774 -6.362 -0.619 -0.032 1.406 -0.295
Cl 0.761 -7.098 -1.857 -0.494 -0.024 -0.477
H 3.558 -6.272 -1.773 0.632 0.105 -0.382
H 2.485 -4.845 -1.972 -0.067 0.465 -0.332
H 1.240 -5.621 -0.037 -0.673 -0.103 -0.019
H 2.005 -7.172 0.033 0.984 -0.341 0.414
Cl -4.185 4.279 -1.795 -0.328 0.047 -0.055
C -4.179 2.781 -0.826 1.911 -1.312 -1.575
C -4.480 3.006 0.586 0.107 0.755 0.613
Cl -3.163 3.936 1.402 -0.311 -0.303 -0.077
H -3.130 2.432 -0.926 -0.626 -0.076 0.093
H -4.808 2.007 -1.304 0.005 0.642 0.316
H -4.675 2.114 1.140 0.243 -0.694 0.242
H -5.359 3.593 0.611 -0.931 0.859 0.496
Cl 0.284 0.456 3.927 0.085 -0.270 -0.005
C -0.055 1.512 2.507 2.031 -0.193 -0.556
C 0.638 0.989 1.165 -1.461 -1.606 2.301
Cl 2.317 0.597 1.527 0.587 0.075 -0.226
H 0.361 2.492 2.842 -0.656 -0.640 -0.724
H -1.109 1.431 2.458 -1.018 0.614 -0.483
H 0.593 1.715 0.402 -0.014 0.894 -0.774
H 0.160 0.033 0.807 0.349 1.036 0.410
Cl 2.255 3.903 0.717 0.364 -0.839 0.046
C 1.159 5.107 0.040 -1.848 -1.131 0.802
C 1.472 5.448 -1.377 0.410 -1.219 0.210
Cl 2.953 6.402 -1.281 0.251 0.328 -0.905
H 1.278 5.878 0.771 -0.048 1.121 -0.288
H 0.098 4.761 0.178 0.934 -0.061 -0.365
H 0.636 5.927 -1.797 -0.804 1.640 -0.405
H 1.538 4.579 -2.069 0.720 0.220 0.819
```
Positions in Å, forces in eV/Å.

Output
E_tot, a.u.: -6376.8555
Multiplicity: 1
HOMO level, eV: -10.64
SMILES string: CCOC(=O)OC.ClCCCl.ClCCCl.ClCCCl.ClCCCl.ClCCCl.ClCCCl
Charge: 0


Record 2
A cluster of 6 separate species, C16H32Cl2O15 in total at a distorted geometry, computed with ωB97M-V/def2-TZVPD.

```
65
Properties=species:S:1:pos:R:3:forces:R:3
C -2.859 -13.158 -6.095 1.680 0.141 0.224
O -3.599 -12.912 -7.277 -1.188 -1.016 0.100
C -4.477 -13.858 -7.660 -0.966 -2.046 -0.148
O -4.845 -14.900 -7.069 1.342 3.603 -1.721
O -4.877 -13.470 -8.921 1.466 1.074 2.388
C -5.808 -14.238 -9.561 -1.403 -2.049 -0.866
H -2.069 -13.884 -6.288 -0.282 -0.478 -0.124
H -3.378 -13.452 -5.183 -0.526 0.167 -0.420
H -2.275 -12.248 -5.955 -0.442 0.198 0.299
H -6.803 -14.239 -9.117 0.007 0.353 0.335
H -5.493 -15.281 -9.543 0.000 -0.140 -0.213
H -5.921 -13.913 -10.595 0.314 0.190 0.143
C 0.410 -15.569 -13.409 0.259 -0.837 -0.996
O 1.192 -14.822 -12.496 -0.545 1.638 0.325
C 1.983 -15.411 -11.623 0.587 -0.911 -0.315
O 2.019 -16.608 -11.473 0.454 0.295 0.647
O 2.772 -14.480 -11.034 -0.626 -0.212 -0.630
C 3.827 -14.942 -10.195 -0.046 -0.452 0.435
H 0.363 -16.633 -13.176 0.133 0.146 0.247
H 0.899 -15.447 -14.376 0.045 -0.185 -0.084
H -0.605 -15.201 -13.562 0.140 0.424 0.736
H 4.551 -15.569 -10.717 -0.182 0.018 -0.268
H 3.415 -15.525 -9.372 0.046 0.033 0.041
H 4.347 -14.066 -9.807 -0.273 0.018 -0.136
C 4.213 -19.281 -17.204 -1.184 -0.637 -0.878
O 4.571 -19.295 -18.607 1.025 0.407 0.232
C 3.762 -18.846 -19.574 -0.971 1.023 0.133
O 2.739 -18.188 -19.428 1.472 -1.183 -0.369
O 4.352 -19.230 -20.716 0.272 -0.045 -0.894
C 3.795 -18.998 -22.057 -0.794 -0.711 1.279
H 3.302 -19.878 -17.256 -0.162 0.112 1.059
H 4.032 -18.320 -16.724 -0.010 0.228 -0.634
H 4.985 -19.796 -16.632 0.068 -0.050 -0.509
H 4.549 -19.139 -22.831 0.527 0.748 0.612
H 3.240 -18.060 -22.054 0.249 -0.059 -0.310
H 3.138 -19.839 -22.277 -0.496 0.170 0.284
C 2.867 -25.207 -13.446 0.610 -0.376 -1.872
O 2.265 -25.439 -12.233 -2.278 -0.961 0.990
C 1.178 -26.289 -12.241 -0.865 0.164 1.605
O 0.479 -26.777 -13.119 2.261 1.248 1.440
O 0.954 -26.428 -10.880 1.081 0.277 -1.336
C 0.018 -27.365 -10.448 -1.374 -0.765 -0.263
H 3.720 -24.537 -13.341 -0.103 -0.155 0.383
H 2.191 -24.762 -14.176 -0.114 -0.100 -0.051
H 3.192 -26.194 -13.777 0.349 0.248 -0.718
H 0.193 -28.378 -10.812 0.348 0.031 -0.194
H -0.970 -27.086 -10.813 -0.166 0.000 0.138
H 0.004 -27.419 -9.359 0.242 0.399 -0.119
C -8.927 -24.569 -11.613 0.036 -0.630 -0.723
O -9.746 -25.332 -10.676 2.421 2.333 1.312
C -10.804 -25.944 -11.052 -2.021 -1.238 -1.199
O -11.062 -26.154 -12.234 -0.715 -0.151 2.335
O -11.508 -26.292 -9.861 1.377 1.238 -3.167
C -12.690 -27.067 -9.985 0.069 -0.742 0.344
H -8.057 -24.143 -11.114 -0.253 -0.556 0.519
H -9.395 -23.720 -12.110 -0.839 -0.211 0.385
H -8.604 -25.227 -12.420 0.060 -0.103 0.157
H -13.274 -27.050 -10.905 0.466 0.697 -0.260
H -13.306 -26.711 -9.159 -0.101 -0.443 -0.047
H -12.350 -28.096 -9.872 -0.501 -0.193 0.343
Cl -0.945 -21.167 -13.634 -0.103 0.177 0.274
C -1.607 -20.919 -12.012 -0.607 -0.044 0.351
Cl -2.764 -19.534 -11.894 0.658 -0.458 -0.148
H -2.192 -21.796 -11.736 0.182 0.110 -0.181
H -0.800 -20.781 -11.291 -0.109 0.228 -0.300
```
Positions in Å, forces in eV/Å.

Output
E_tot, a.u.: -2677.7626
Multiplicity: 1
HOMO level, eV: -10.71
Energy relative to the best compared isomer or geometry (same formula, charge and spin), kcal/mol: 63.42
SMILES string: COC(=O)OC.COC(=O)OC.COC(=O)OC.COC(=O)OC.COC(=O)OC.ClCCl
Charge: 0


Record 3
A cluster of 8 separate species, C16H32Cl8O12 in total at a distorted geometry, computed with ωB97M-V/def2-TZVPD.

```
68
Properties=species:S:1:pos:R:3:forces:R:3
C -0.457 -2.648 2.031 0.507 -0.119 -0.516
O -0.602 -4.000 1.574 -0.738 0.312 0.605
C -1.013 -4.090 0.307 0.788 -0.999 0.905
O -1.033 -3.198 -0.482 -0.506 1.061 -0.822
O -1.294 -5.362 0.089 -0.326 -0.139 -0.319
C -2.001 -5.637 -1.132 0.065 -0.656 0.100
H -1.243 -2.004 1.640 -0.004 -0.108 -0.092
H 0.501 -2.334 1.623 -0.033 0.517 0.332
H -0.492 -2.619 3.115 0.172 -0.338 0.017
H -3.041 -5.341 -1.023 0.071 0.108 -0.120
H -1.942 -6.720 -1.218 -0.059 0.036 -0.127
H -1.538 -5.175 -2.001 0.018 0.181 0.115
C 3.290 1.936 -0.731 -0.478 -0.829 0.860
O 4.341 2.857 -0.513 0.087 -0.184 -0.352
C 4.179 4.080 -0.991 0.907 0.003 0.005
O 3.257 4.530 -1.595 -1.346 0.055 -0.370
O 5.290 4.743 -0.716 0.985 0.317 0.991
C 5.252 6.155 -0.891 -0.469 0.244 -0.404
H 2.440 2.189 -0.092 -0.043 0.130 -0.240
H 3.686 0.993 -0.351 -0.025 0.011 -0.125
H 2.958 1.779 -1.757 0.264 0.490 -0.100
H 5.496 6.358 -1.933 -0.155 0.319 0.062
H 5.956 6.660 -0.234 0.308 -0.527 0.041
H 4.263 6.531 -0.627 -0.023 0.003 -0.319
C 2.518 -0.347 2.955 -0.447 0.465 -1.058
O 3.661 -0.351 3.794 -0.682 -0.711 0.260
C 4.266 0.802 3.885 1.631 1.475 0.405
O 3.977 1.846 3.371 -0.985 0.185 -0.621
O 5.354 0.670 4.644 -0.125 -1.214 0.581
C 6.152 1.806 4.932 -0.069 0.605 -1.272
H 2.096 -1.344 2.950 0.214 -0.088 0.055
H 2.814 -0.025 1.951 0.071 -0.381 -0.023
H 1.738 0.377 3.207 0.250 -0.029 0.634
H 7.068 1.718 4.344 0.284 -0.263 0.515
H 6.299 1.856 6.003 0.165 0.035 0.020
H 5.699 2.706 4.510 -0.286 -0.030 0.500
C -4.751 -5.081 -4.751 -0.146 0.235 -2.091
O -4.598 -4.724 -3.407 0.060 -0.170 0.608
C -4.377 -3.437 -3.109 0.053 -0.500 -0.783
O -4.368 -2.534 -3.900 0.048 0.350 0.138
O -4.151 -3.380 -1.814 -0.153 -0.004 0.765
C -3.924 -2.093 -1.256 -0.233 0.702 0.081
H -4.943 -4.237 -5.420 -0.134 0.256 0.510
H -5.583 -5.765 -4.900 0.010 -0.122 0.524
H -3.858 -5.525 -5.199 0.189 -0.210 0.622
H -4.682 -1.382 -1.584 0.085 -0.031 -0.264
H -2.927 -1.744 -1.508 0.033 -0.022 -0.075
H -4.017 -2.152 -0.175 0.108 -0.433 -0.001
Cl -0.245 -2.896 -3.833 0.078 -0.465 -0.073
C -1.217 -1.456 -3.954 -0.663 0.650 0.164
Cl -0.630 -0.347 -5.207 0.066 0.053 0.173
H -2.259 -1.659 -4.188 0.173 -0.431 -0.162
H -1.217 -0.971 -2.980 0.374 0.175 -0.157
Cl -1.591 5.287 1.882 0.145 0.065 0.031
C 0.013 4.527 1.920 0.266 0.269 -0.662
Cl 0.068 3.133 2.954 -0.025 -0.534 0.478
H 0.259 4.203 0.913 -0.145 0.038 0.000
H 0.762 5.239 2.251 -0.231 0.123 0.136
Cl -6.201 3.703 1.560 0.155 -0.198 -0.217
C -4.620 2.941 1.297 0.082 0.229 0.429
Cl -4.592 1.241 1.838 0.018 0.222 -0.193
H -4.322 2.996 0.257 -0.281 -0.128 -0.075
H -3.912 3.499 1.899 0.076 -0.163 0.041
Cl 0.399 0.167 0.271 -0.263 0.073 -0.042
C -1.307 0.551 -0.041 -0.057 -0.521 -0.053
Cl -1.546 2.260 -0.331 -0.090 0.326 -0.084
H -1.628 -0.002 -0.917 0.191 0.077 -0.083
H -1.930 0.239 0.793 0.223 0.152 0.191
```
Positions in Å, forces in eV/Å.

Output
E_tot, a.u.: -5213.2611
Multiplicity: 1
HOMO level, eV: -10.76
Energy relative to the best compared isomer or geometry (same formula, charge and spin), kcal/mol: 7.29
SMILES string: COC(=O)OC.COC(=O)OC.COC(=O)OC.COC(=O)OC.ClCCl.ClCCl.ClCCl.ClCCl
Charge: 0